(1)
{"formula": "C8H17O7PS", "method": "ωB97M-V/def2-TZVPD", "symbols": ["C", "O", "C", "C", "C", "P", "C", "C", "C", "C", "O", "O", "H", "H", "H", "H", "H", "H", "H", "H", "H", "H", "H", "H", "H", "H", "H", "H", "H", "O", "S", "O", "O", "O"], "xyz": [[1.845, -2.006, -0.209], [1.374, -0.828, 0.377], [1.955, 0.356, -0.152], [0.901, 1.441, -0.229], [0.253, 1.715, -1.611], [0.019, 0.342, -2.798], [-1.014, -0.878, -1.877], [-2.389, -0.309, -1.516], [-2.482, 0.300, -0.092], [-3.208, -0.631, 0.842], [-4.360, -0.451, 1.238], [-2.530, -1.748, 1.205], [1.616, -2.033, -1.282], [1.328, -2.837, 0.255], [2.923, -2.097, -0.078], [2.700, 0.696, 0.568], [2.468, 0.172, -1.098], [1.386, 2.361, 0.081], [0.172, 1.262, 0.548], [-0.756, 2.081, -1.433], [0.782, 2.512, -2.123], [1.252, -0.337, -2.805], [-0.507, -1.291, -1.009], [-1.144, -1.698, -2.580], [-2.661, 0.435, -2.257], [-3.117, -1.112, -1.575], [-3.002, 1.245, -0.101], [-1.484, 0.468, 0.299], [-1.640, -1.718, 0.845], [1.281, -0.422, 4.034], [1.862, 0.915, 3.723], [2.042, 1.699, 4.977], [0.948, 1.653, 2.794], [3.186, 0.742, 3.039]], "gap_ev": 4.47, "lumo_ha": 0.1764, "charge": -2}

(2)
{"formula": "C8H11NS", "method": "ωB97M-V/def2-TZVPD", "symbols": ["C", "C", "C", "N", "C", "S", "C", "C", "C", "C", "H", "H", "H", "H", "H", "H", "H", "H", "H", "H", "H"], "xyz": [[-0.573, 1.791, -0.527], [0.473, 0.707, -0.678], [0.364, -0.143, -1.882], [0.425, -0.170, -3.203], [0.239, -1.361, -3.604], [-0.003, -2.586, -2.296], [0.138, -1.320, -1.215], [0.154, -0.625, 0.179], [-1.126, -0.565, 0.989], [1.358, -1.027, 1.060], [-1.594, 1.463, -0.286], [-0.508, 2.346, -1.435], [-0.516, 2.450, 0.319], [1.513, 1.099, -0.312], [0.133, -1.737, -4.679], [-0.962, 0.380, 1.483], [-1.132, -1.435, 1.509], [-1.994, -0.440, 0.442], [2.357, -0.439, 0.880], [1.784, -2.077, 0.766], [1.047, -1.109, 2.111]], "smiles": "C[C@@H]1c2ncsc2C1(C)C", "gap_ev": 9.35, "lumo_ha": 0.0268}

(3)
{"formula": "C18H27AsBFeN4O7S3", "method": "ωB97M-V/def2-TZVPD", "symbols": ["Fe", "O", "As", "O", "O", "C", "C", "C", "C", "C", "C", "S", "O", "O", "O", "H", "H", "H", "H", "H", "C", "N", "C", "C", "N", "B", "N", "C", "C", "N", "C", "C", "S", "C", "S", "H", "H", "H", "H", "H", "H", "H", "H", "H", "H", "H", "H", "C", "C", "O", "C", "C", "H", "H", "H", "H", "H", "H", "H", "H", "H", "H"], "xyz": [[-0.418, 0.229, -0.546], [-4.599, -0.037, -1.226], [-3.238, 1.038, -1.655], [-3.724, 1.833, -2.983], [-1.917, -0.041, -1.731], [-3.035, 1.854, 0.118], [-3.855, 1.399, 1.144], [-3.672, 1.852, 2.447], [-2.665, 2.754, 2.736], [-1.846, 3.225, 1.715], [-2.039, 2.785, 0.417], [-1.064, 3.504, -0.901], [-0.020, 4.272, -0.270], [-1.994, 4.242, -1.716], [-0.588, 2.266, -1.587], [-5.130, -0.056, -2.033], [-4.635, 0.686, 0.918], [-4.322, 1.491, 3.235], [-2.517, 3.098, 3.752], [-1.053, 3.936, 1.901], [2.435, 2.183, -2.566], [3.075, 1.069, -1.885], [4.038, 0.240, -2.406], [4.371, -0.627, -1.422], [3.625, -0.333, -0.305], [3.900, -1.148, 1.024], [2.926, -0.707, 2.143], [3.278, 0.003, 3.261], [2.150, 0.311, 3.943], [1.105, -0.230, 3.227], [-0.303, -0.056, 3.502], [1.593, -0.829, 2.124], [0.644, -1.583, 0.908], [2.834, 0.715, -0.596], [1.688, 1.546, 0.377], [3.014, 2.405, -3.461], [2.410, 3.043, -1.901], [1.406, 1.943, -2.827], [4.382, 0.335, -3.419], [5.075, -1.439, -1.416], [5.022, -0.884, 1.399], [3.768, -2.320, 0.767], [4.305, 0.240, 3.466], [1.995, 0.857, 4.854], [-0.407, 0.417, 4.476], [-0.805, -1.022, 3.499], [-0.759, 0.576, 2.739], [-2.544, -2.685, 0.159], [-1.933, -2.929, -1.200], [-0.673, -2.274, -1.298], [-0.037, -2.478, -2.549], [0.696, -3.808, -2.609], [-3.479, -3.244, 0.233], [-2.782, -1.629, 0.294], [-1.873, -2.999, 0.956], [-2.587, -2.538, -1.988], [-1.785, -4.005, -1.357], [0.676, -1.657, -2.663], [-0.781, -2.376, -3.348], [1.320, -3.918, -1.722], [1.338, -3.842, -3.490], [0.011, -4.654, -2.663]], "s2": 6.0136, "spin_multiplicity": 5, "gap_ev": [7.43, 7.80], "lumo_ha": [0.0955, 0.0956], "charge": -1}